Entry from the Open Molecules 2025 dataset: an isolated molecule of C22H27N3O5S (ωB97M-V with the def2-TZVPD basis set).

Summary:
E_HOMO: -8.36 eV
ΔE to the lowest compared entry with this formula, charge and spin: 48.8 kcal/mol
Orbital gap: 8.72 eV
LUMO energy: 0.36 eV

Positions of all 58 atoms, in Å:
C: 5.018172 1.874077 3.033139
C: 4.839443 2.134046 1.537778
N: 4.124241 1.057389 0.881853
C: 2.789707 1.051717 0.650139
O: 2.210296 0.104515 0.161643
C: 2.008593 2.317919 1.030582
O: 0.661557 2.146527 0.657498
C: 0.431609 2.236001 -0.680920
O: 1.282782 2.617303 -1.451790
C: -0.927393 1.873649 -1.057957
C: -1.779511 1.274726 -0.210699
C: -3.118795 0.851045 -0.481506
C: -3.956079 1.068332 -1.616674
C: -3.676340 1.814414 -2.868571
N: -5.126658 0.504799 -1.429837
N: -5.092981 -0.098322 -0.228236
C: -6.229160 -0.795678 0.207353
C: -7.482340 -0.279555 -0.108280
C: -8.622763 -0.945577 0.296673
C: -8.522921 -2.125827 1.015903
C: -7.275640 -2.650076 1.309155
C: -6.126446 -1.995853 0.901960
C: -3.907352 0.097582 0.392217
C: -3.598543 -0.362054 1.769530
C: 4.906399 -0.119911 0.519400
C: 4.465210 -1.400150 1.252342
C: 5.357231 -2.522442 0.761657
S: 5.779660 -2.026423 -0.953338
O: 5.266160 -2.963613 -1.909680
O: 7.187682 -1.733947 -1.005997
C: 4.863051 -0.453958 -0.961952
H: 5.619167 0.983921 3.199653
H: 4.053392 1.734029 3.514065
H: 5.519375 2.718791 3.497319
H: 4.307753 3.072447 1.388127
H: 5.819445 2.231965 1.062163
H: 2.012845 2.481566 2.109424
H: 2.423031 3.184229 0.500342
H: -1.168894 2.076322 -2.087690
H: -1.421834 1.067515 0.789425
H: -2.896278 1.316388 -3.442654
H: -3.349370 2.828278 -2.643827
H: -4.583629 1.851059 -3.465821
H: -7.537894 0.635690 -0.675862
H: -9.593545 -0.541330 0.052665
H: -9.414881 -2.642196 1.336813
H: -7.193592 -3.581120 1.849952
H: -5.160033 -2.431404 1.098629
H: -4.510250 -0.470763 2.353691
H: -3.073913 -1.318202 1.755942
H: -2.952047 0.363120 2.259771
H: 5.948422 0.088134 0.783896
H: 3.424469 -1.599476 0.996852
H: 4.537344 -1.267500 2.333052
H: 4.867143 -3.488840 0.732124
H: 6.296865 -2.587708 1.302469
H: 5.383349 0.261815 -1.588445
H: 3.851257 -0.627538 -1.313364

Cartesian forces (eV/Å) of the 3 atoms listed first:
C 0.031 0.134 -0.275
C -0.006 0.134 0.379
N 0.268 -0.189 -0.264

Results of the Löwdin charge analysis, in e, for atoms 1 through 4: -0.061, -0.196, -0.020, -0.401

Entry from the Open Molecules 2025 dataset: a structure of composition C29H42Cl2GaNO2S3Sb (ωB97M-V with the def2-TZVPD basis set).

Summary:
E_HOMO (spin up / spin down): -7.40 / -7.81 eV
ΔE to the lowest compared entry with this formula, charge and spin: 0.0 kcal/mol
Orbital gap (spin up / spin down): 5.95 / 5.76 eV
LUMO energy (spin up / spin down): -1.45 / -2.04 eV
Multiplicity: 2

Positions of all 81 atoms, in Å:
Ga: -1.497857 1.831137 1.350279
C: -0.689281 -5.432416 -0.259503
C: 0.399114 -4.450225 0.200830
C: 1.351523 -4.191128 -0.968203
C: 1.209626 -5.081950 1.344172
C: -0.252247 -3.168670 0.708684
C: 0.036649 -1.929026 0.196981
C: -0.557538 -0.780998 0.748844
N: -0.365264 0.491988 0.363040
C: 0.379037 1.067031 -0.611468
C: 1.534112 0.553868 -1.222424
C: 2.153391 1.248673 -2.231349
C: 1.504231 2.394384 -2.725154
C: 0.373523 2.953903 -2.152450
C: -0.115467 2.361483 -0.965877
O: -1.049055 2.910901 -0.187070
C: -0.363775 4.107269 -2.835666
C: -0.486249 5.304700 -1.894150
C: 0.334775 4.580523 -4.111673
C: -1.763403 3.592534 -3.214669
C: 3.482415 0.817640 -2.841189
C: 4.463791 1.999908 -2.797206
C: 4.119182 -0.345719 -2.076008
C: 3.261896 0.387973 -4.299023
C: -1.542969 -0.888367 1.797983
O: -2.096995 0.230915 2.216156
C: -1.853367 -2.162079 2.311812
C: -1.173831 -3.243306 1.768153
C: -2.857566 -2.470885 3.437518
C: -2.089947 -3.101776 4.610381
C: -3.908684 -3.457167 2.902200
C: -3.613425 -1.251346 3.975768
H: -0.230878 -6.333210 -0.671775
H: -1.314084 -4.974941 -1.028237
H: -1.332517 -5.731074 0.568355
H: 1.766360 -5.138715 -1.313896
H: 2.183117 -3.551704 -0.665512
H: 0.834357 -3.723435 -1.808131
H: 1.687903 -6.000388 0.997686
H: 0.576625 -5.331116 2.196286
H: 1.985122 -4.395588 1.688017
H: 0.700870 -1.818149 -0.645161
H: 1.958931 -0.361431 -0.839098
H: 1.930500 2.885193 -3.588177
H: 0.484743 5.593264 -1.489393
H: -1.127645 5.031804 -1.061083
H: -0.922762 6.165157 -2.406242
H: 1.307681 5.021343 -3.885059
H: -0.281052 5.344949 -4.586197
H: 0.470327 3.766396 -4.825386
H: -2.307921 3.263131 -2.330036
H: -1.680388 2.742857 -3.895312
H: -2.340419 4.378028 -3.707081
H: 4.582582 2.357525 -1.773042
H: 4.125711 2.835818 -3.409333
H: 5.441242 1.685546 -3.168002
H: 4.248116 -0.092913 -1.022155
H: 5.101375 -0.560028 -2.498580
H: 3.515142 -1.252166 -2.151430
H: 2.851873 1.203643 -4.895769
H: 2.565140 -0.450756 -4.347095
H: 4.207649 0.077447 -4.748288
H: -1.382181 -4.219097 2.185832
H: -1.633078 -4.052148 4.331711
H: -2.764282 -3.283295 5.449520
H: -1.299441 -2.427219 4.942252
H: -3.472772 -4.412597 2.608371
H: -4.412673 -3.031215 2.032839
H: -4.659932 -3.653306 3.669707
H: -2.935180 -0.519129 4.408038
H: -4.303138 -1.577171 4.757609
H: -4.187225 -0.765962 3.188904
S: -0.487991 7.857043 1.647986
Sb: -2.175472 6.409332 1.465861
S: -1.532820 4.699397 3.090146
S: -2.880149 3.219438 2.542885
Cl: 0.515378 1.871258 2.998342
C: -0.342690 1.751132 4.551696
Cl: 0.131882 0.292662 5.415763
H: -1.406213 1.702472 4.339393
H: -0.086065 2.622142 5.142550

Cartesian forces (eV/Å) of the 3 atoms listed first:
Ga -0.132 0.060 -0.272
C 0.081 0.084 0.008
C 0.030 -0.071 0.025

Results of the Löwdin charge analysis, in e, for atoms 1 through 4: 0.141, -0.042, -0.556, -0.065

- What is the ΔE to the lowest compared entry with this formula, charge and spin in the first record?
  48.8 kcal/mol

- Number 1 is which compound?
  C22H27N3O5S

- Which value of ΔE to the lowest compared entry with this formula, charge and spin does entry 1 give?
  48.8 kcal/mol

- ΔE to the lowest compared entry with this formula, charge and spin of number 1 (C22H27N3O5S)?
  48.8 kcal/mol